This record from OMol25 describes a 10-piece molecular cluster, C32H90N6O14 overall. The level of theory is ωB97M-V with the def2-TZVPD basis set.

```
142
Properties=species:S:1:pos:R:3
C -4.0760 1.5544 -1.0894
C -5.4849 2.0659 -1.4180
O -5.6197 2.8007 -2.6320
O -3.7422 0.3219 -1.8255
H -4.0192 1.1838 -0.0659
H -3.3564 2.3615 -1.2264
H -5.7578 2.6772 -0.5579
H -6.2110 1.2611 -1.5329
H -5.6405 2.0814 -3.2675
H -4.3051 -0.3643 -1.4598
C 0.4918 -0.6939 -0.4948
C -0.9127 -0.2563 -0.0179
O -0.9049 1.1272 -0.1093
O 0.4778 -2.1498 -0.3113
H 1.3065 -0.3404 0.1371
H 0.7717 -0.3696 -1.4971
H -1.1046 -0.5818 1.0045
H -1.6571 -0.6731 -0.6962
H -1.6970 1.4997 0.2849
H -0.0475 -2.5652 -0.9992
C -1.2322 -3.1494 -3.4935
C -2.6834 -3.5224 -3.3112
O -2.9545 -4.8983 -3.5210
O -0.3685 -3.7892 -2.5505
H -0.9052 -2.1108 -3.5435
H -0.9045 -3.5336 -4.4595
H -3.2602 -2.9304 -4.0219
H -3.1173 -3.3431 -2.3275
H -2.3413 -5.1694 -4.2081
H 0.2340 -4.2822 -3.1121
C 1.4604 -6.0229 2.0663
C 1.2577 -5.3927 0.6761
O 2.2486 -4.4472 0.2482
O 1.6081 -4.8918 2.9914
H 2.3545 -6.6358 2.1807
H 0.5177 -6.5023 2.3302
H 0.3366 -4.8260 0.5395
H 1.1730 -6.1860 -0.0665
H 1.8230 -3.5873 0.2814
H 2.1222 -4.1745 2.6136
C 2.5091 2.7646 1.1943
C 2.2962 3.2189 -0.2535
C 3.4408 4.2414 -0.6737
O 3.7069 5.2172 0.3485
C 4.5078 6.2584 -0.1768
N 2.1885 2.0350 -1.0440
H 2.0375 1.8057 1.4091
H 2.1702 3.4918 1.9322
H 3.5694 2.6018 1.3877
H 1.3379 3.7381 -0.2371
H 3.1571 4.7529 -1.5934
H 4.3685 3.7021 -0.8654
H 4.9334 6.9265 0.5720
H 3.8086 6.8895 -0.7253
H 5.3182 5.8329 -0.7686
H 2.2810 2.2581 -2.0247
H 1.2432 1.6946 -0.9413
C 2.5227 -1.8979 -3.7976
C 3.2941 -2.9708 -4.5957
C 2.3399 -4.1506 -5.0091
O 1.6368 -4.7308 -3.9337
C 2.2986 -5.6494 -3.0683
N 4.0707 -2.3921 -5.7686
H 1.9175 -1.2641 -4.4457
H 3.2225 -1.2663 -3.2503
H 1.8496 -2.3290 -3.0565
H 3.9168 -3.5134 -3.8845
H 2.8202 -4.9990 -5.4965
H 1.5530 -3.7196 -5.6282
H 1.6096 -5.8264 -2.2424
H 3.2873 -5.3833 -2.6945
H 2.3709 -6.5824 -3.6272
H 3.5612 -1.5918 -6.1151
H 4.9480 -1.9819 -5.4820
C 1.6155 -1.5098 3.3770
C 3.0568 -1.4004 3.9233
C 3.1272 -0.6695 5.2898
O 4.4256 -0.7015 5.8195
C 4.7005 0.3169 6.7347
N 3.8205 -2.6426 3.9232
H 1.0721 -2.0109 4.1781
H 1.5789 -2.1089 2.4671
H 1.1083 -0.5568 3.2267
H 3.6083 -0.7632 3.2320
H 2.5051 -1.1735 6.0294
H 2.6704 0.3149 5.1875
H 3.9027 0.1314 7.4538
H 4.5786 1.3139 6.3114
H 5.6434 0.3273 7.2814
H 3.5772 -3.2643 4.6811
H 4.7920 -2.4444 4.1160
C -5.0810 -4.0571 2.5718
C -3.9531 -3.0067 2.3712
C -2.7697 -3.1740 3.3911
O -1.7068 -2.2057 3.2516
C -2.0031 -0.8297 3.5515
N -3.4905 -3.0978 0.9784
H -5.5379 -3.8503 3.5396
H -4.6514 -5.0585 2.5953
H -5.8459 -4.0106 1.7966
H -4.4234 -2.0401 2.5516
H -2.2539 -4.1287 3.4937
H -3.1071 -3.0465 4.4197
H -2.5739 -0.2958 2.7917
H -1.1155 -0.2470 3.7977
H -2.6525 -0.8133 4.4268
H -3.7678 -3.9319 0.4809
H -2.4921 -3.0797 1.1298
C -0.6074 4.4876 -2.2683
C -1.2603 3.6968 -3.4768
C -1.1955 4.4128 -4.8320
O -1.7931 5.7629 -4.7598
C -1.6687 6.5508 -5.8849
N -0.6966 2.3688 -3.3634
H 0.4810 4.4472 -2.3112
H -1.0063 4.1642 -1.3068
H -0.7269 5.5432 -2.5124
H -2.3125 3.6151 -3.2044
H -1.6621 3.7522 -5.5627
H -0.1656 4.5529 -5.1602
H -0.6255 6.3947 -6.1597
H -1.6326 7.5883 -5.5527
H -2.3683 6.2351 -6.6589
H -0.7321 2.0015 -2.4232
H -1.3423 1.6858 -3.7329
C -2.2242 5.0634 2.7135
C -1.8448 3.6759 2.0845
C -1.3518 2.6435 3.1284
O -0.1618 3.1715 3.6529
C 0.3705 2.3133 4.6439
N -3.0285 3.1589 1.3831
H -2.7789 4.9095 3.6391
H -2.7031 5.8264 2.0999
H -1.2946 5.5195 3.0539
H -1.0762 3.8327 1.3277
H -1.1508 1.7053 2.6112
H -2.1257 2.4827 3.8790
H 0.3457 1.2844 4.2848
H -0.2658 2.4368 5.5203
H 1.3266 2.6332 5.0581
H -3.8726 3.1006 1.9347
H -3.1802 3.9712 0.8025
```

Calculated values
LUMO energy (eV): 0.41
ΔE to the lowest compared entry with this formula, charge and spin (kJ/mol): 258.35
Spin multiplicity: 1
SMILES: COC[C@H](C)N.COC[C@H](C)N.COC[C@H](C)N.COC[C@H](C)N.COC[C@H](C)N.COC[C@H](C)N.OCCO.OCCO.OCCO.OCCO
Molar mass (g mol⁻¹): 783.1
Charge: 0

***

This record from OMol25 describes a 10-piece molecular cluster, C32H91N7O12 overall. The level of theory is ωB97M-V with the def2-TZVPD basis set.

```
142
Properties=species:S:1:pos:R:3
C -1.8520 0.4478 -4.5347
C -3.1304 1.2837 -4.6506
C -4.3214 0.4898 -5.1655
O -4.0990 0.2185 -6.5211
C -5.0457 -0.6471 -7.0737
N -3.4879 1.8425 -3.3268
H -0.9900 1.1192 -4.6025
H -1.7436 -0.2086 -5.4000
H -1.7866 -0.0969 -3.5954
H -2.9641 2.0697 -5.4010
H -5.2419 1.0714 -5.0032
H -4.4028 -0.4584 -4.6059
H -4.8745 -1.6802 -6.7460
H -4.9193 -0.5449 -8.1474
H -6.0650 -0.3927 -6.7623
H -2.6998 2.3792 -2.9584
H -4.1655 2.5936 -3.4801
C 0.9128 4.3365 -3.9450
C 0.2476 4.9435 -2.6954
C 1.0987 4.7804 -1.4555
O 1.4292 3.4346 -1.1965
C 2.1821 3.1782 -0.0362
N 0.0151 6.3717 -2.9484
H 0.1384 4.0487 -4.6547
H 1.4410 3.4220 -3.6542
H 1.6305 4.9981 -4.4242
H -0.7212 4.4619 -2.5710
H 0.4687 5.1223 -0.6126
H 1.9706 5.4504 -1.3949
H 2.3226 2.1038 0.0034
H 1.6859 3.5323 0.8797
H 3.1305 3.7289 -0.0921
H -0.4801 6.7947 -2.1621
H 0.8979 6.8782 -2.9570
C 4.8382 1.9148 -3.6472
C 5.1907 1.4426 -2.2570
C 4.2279 0.4014 -1.7424
O 4.1405 -0.7186 -2.5637
C 3.0803 -1.5503 -2.1892
N 6.5501 0.8594 -2.1631
H 5.4798 2.7536 -3.9256
H 3.8047 2.2808 -3.6374
H 4.9133 1.1223 -4.3867
H 5.1698 2.2521 -1.5225
H 3.2246 0.8386 -1.5972
H 4.5644 0.1638 -0.7191
H 3.0249 -2.3596 -2.9264
H 2.0915 -1.0758 -2.2698
H 3.2191 -1.9954 -1.2019
H 7.1703 1.3549 -2.8020
H 6.5440 -0.0828 -2.5509
C -2.3791 -0.3277 7.2810
C -0.9905 0.1485 6.9094
C -1.0713 1.0248 5.6822
O -1.4625 0.2451 4.5764
C -1.9474 1.0035 3.4990
N -0.3774 0.9873 7.9449
H -2.8782 -0.8499 6.4575
H -3.0447 0.4988 7.5481
H -2.3897 -1.0272 8.1233
H -0.2806 -0.6458 6.6835
H -0.1063 1.4905 5.4445
H -1.8000 1.8401 5.8316
H -2.8753 1.5078 3.8051
H -2.1279 0.3179 2.6740
H -1.2318 1.7671 3.1674
H 0.0786 0.4207 8.6469
H -1.0809 1.5545 8.4015
C 2.9835 -4.0993 0.9839
C 1.5591 -3.7953 1.4165
C 1.4875 -3.2497 2.8297
O 0.1912 -2.8194 3.0951
C -0.0441 -2.6045 4.4520
N 0.9326 -2.8012 0.4730
H 2.9456 -4.4227 -0.0616
H 3.4174 -4.9153 1.5650
H 3.5997 -3.2005 0.9691
H 0.9702 -4.7241 1.4329
H 2.2564 -2.4744 3.0415
H 1.8063 -4.0135 3.5691
H -1.0841 -2.3459 4.6283
H 0.5556 -1.7867 4.8667
H 0.1665 -3.5366 5.0009
H 0.3902 -2.2326 1.1262
H 0.2600 -3.2995 -0.1055
C -4.4672 -4.2028 -1.1404
C -3.0228 -4.0562 -0.7426
C -2.1450 -4.4580 -1.9100
O -0.7965 -4.0847 -1.5577
C 0.1384 -4.5103 -2.4879
N -2.7155 -2.6489 -0.3088
H -4.7216 -5.2081 -1.4767
H -4.7020 -3.5027 -1.9487
H -5.1268 -3.9512 -0.3106
H -2.8025 -4.6939 0.1163
H -2.3796 -3.9300 -2.8453
H -2.1465 -5.5340 -2.1210
H 1.1203 -4.1109 -2.2359
H -0.1750 -4.2787 -3.5101
H 0.2849 -5.6060 -2.4351
H -3.0562 -2.0572 -1.0747
H -1.6968 -2.6599 -0.3920
C 5.5717 0.9030 1.9073
C 5.2514 0.7999 3.3945
C 3.9534 0.0496 3.6243
O 2.9084 0.9214 3.2770
C 1.7181 0.2901 2.8679
N 6.3402 0.1188 4.0917
H 4.6849 1.2029 1.3516
H 5.9128 -0.0707 1.5410
H 6.4283 1.5576 1.7345
H 5.0986 1.8108 3.8001
H 3.8829 -0.1881 4.6979
H 3.9441 -0.8721 3.0336
H 1.1102 1.0068 2.3095
H 1.0861 0.0224 3.7293
H 1.8329 -0.6213 2.2731
H 6.0408 -0.1574 5.0218
H 7.1661 0.6876 4.2157
C -1.3864 0.4275 0.4675
C -0.6819 0.3937 -0.8668
O -0.8199 1.6373 -1.5379
O -1.1354 -0.7224 1.2193
H -2.4516 0.6019 0.2629
H -1.0939 1.3318 1.0139
H -1.0558 -0.4465 -1.4617
H 0.3772 0.1670 -0.6833
H 0.0570 2.0463 -1.5583
H -1.8024 -1.4091 1.0614
C -5.2943 0.2176 -0.9757
C -5.4173 -0.1641 0.4779
O -5.4764 -1.5790 0.6711
O -4.0453 -0.2724 -1.4461
H -5.4159 1.2939 -1.1195
H -6.1047 -0.3015 -1.5098
H -6.3331 0.2702 0.8968
H -4.6141 0.2925 1.0746
H -4.5676 -1.9115 0.6019
H -3.7970 0.2766 -2.2178
O -1.5367 4.0917 0.2971
H -1.0787 3.4487 -0.2699
H -1.0893 4.0327 1.1473
```

Calculated values
LUMO energy (eV): 0.62
ΔE to the lowest compared entry with this formula, charge and spin (kJ/mol): 0.00
Spin multiplicity: 1
SMILES: COC[C@H](C)N.COC[C@H](C)N.COC[C@H](C)N.COC[C@H](C)N.COC[C@H](C)N.COC[C@H](C)N.COC[C@H](C)N.OCCO.OCCO.O
Molar mass (g mol⁻¹): 766.1
Charge: 0

***

This record from OMol25 describes a 11-piece molecular cluster, C32H93N7O11 overall. The level of theory is ωB97M-V with the def2-TZVPD basis set.

```
143
Properties=species:S:1:pos:R:3
C -1.6115 3.4560 -2.0783
C -2.9554 3.4708 -1.4757
C -4.0177 3.0057 -2.4462
O -5.3377 3.3554 -2.0271
C -6.2905 2.9287 -2.9378
N -2.9386 2.6988 -0.1638
H -1.5520 4.2616 -2.8239
H -1.4238 2.4805 -2.4750
H -0.8491 3.7143 -1.3519
H -3.2682 4.4448 -1.1157
H -3.9914 1.9026 -2.6204
H -3.7522 3.4958 -3.4335
H -6.2332 1.7971 -3.0769
H -6.3076 3.4185 -3.8716
H -7.2894 3.1938 -2.5334
H -2.4180 1.8160 -0.3837
H -3.8167 2.3800 0.1513
C 2.5166 -1.1354 -3.2050
C 1.7651 -2.1476 -2.4115
C 1.8278 -3.5631 -3.0562
O 1.3126 -3.6065 -4.3899
C 1.3521 -4.8794 -4.9597
N 2.2999 -2.2076 -1.0434
H 3.5614 -1.2468 -2.8363
H 2.2152 -0.1359 -2.9799
H 2.5405 -1.2677 -4.2731
H 0.7005 -1.9463 -2.4401
H 1.3458 -4.3611 -2.4328
H 2.9077 -3.8083 -3.1867
H 2.4156 -5.1235 -4.9543
H 0.9901 -4.7486 -5.9546
H 0.7860 -5.6396 -4.3562
H 1.7645 -2.9167 -0.5322
H 1.9504 -1.3605 -0.5567
C 7.1847 0.8811 5.2463
C 5.7782 0.1512 5.0855
C 4.7313 1.1877 4.8881
O 3.4215 0.6805 4.7701
C 2.4614 1.7393 4.5250
N 5.8687 -0.8269 3.9676
H 7.3974 1.3984 4.2741
H 7.9840 0.1758 5.4399
H 7.0762 1.6089 6.0312
H 5.5282 -0.4147 5.9969
H 4.9213 1.6728 3.9057
H 4.8063 1.8768 5.7614
H 1.4758 1.3727 4.3526
H 2.7228 2.3450 3.6359
H 2.4931 2.4735 5.3290
H 4.9325 -1.1276 3.6546
H 6.0889 -0.3134 3.0181
C 0.4755 -5.7890 2.5364
C 0.3672 -4.5782 1.5480
C -0.5282 -4.9215 0.3879
O -0.5687 -3.7979 -0.4722
C -1.5598 -3.9529 -1.4794
N -0.0025 -3.3979 2.2814
H -0.4546 -6.0164 3.0915
H 1.2140 -5.5669 3.2948
H 0.8922 -6.6159 1.9526
H 1.3335 -4.5327 1.1138
H -1.5180 -5.2030 0.7457
H -0.0522 -5.7948 -0.0532
H -1.3526 -4.8847 -2.0308
H -1.4702 -3.0698 -2.1265
H -2.5356 -4.0634 -0.9854
H 0.6219 -3.1069 3.0570
H -0.0536 -2.6168 1.6587
C 2.5138 5.5816 0.3495
C 3.3088 4.2346 0.3156
C 3.2653 3.5753 -1.0561
O 1.9698 3.1058 -1.3965
C 1.8286 2.9981 -2.7366
N 4.6768 4.3689 0.7418
H 2.9579 6.2558 -0.3790
H 2.6104 5.9623 1.3288
H 1.4288 5.4784 0.0772
H 2.7791 3.5035 0.8959
H 3.9542 2.7009 -1.1904
H 3.5848 4.3304 -1.8298
H 2.0690 3.8998 -3.2885
H 0.8111 2.7320 -2.9686
H 2.4561 2.1230 -3.0595
H 4.7326 4.7442 1.6785
H 5.1511 4.9997 0.1017
C -4.7264 -2.2851 -3.1591
C -4.1054 -0.9160 -3.3714
C -2.6089 -0.9979 -3.6815
O -2.0580 0.2547 -4.2258
C -0.7041 -0.0606 -4.5527
N -4.8447 -0.1550 -4.3967
H -4.2130 -2.8747 -2.4071
H -4.7959 -2.7610 -4.1534
H -5.7522 -2.1765 -2.8751
H -4.1895 -0.3355 -2.4123
H -2.5515 -1.7721 -4.4854
H -2.1005 -1.3159 -2.7548
H -0.3844 0.8517 -4.9881
H -0.7587 -0.8555 -5.2856
H -0.1540 -0.3120 -3.7094
H -4.7570 -0.4959 -5.3449
H -4.4382 0.7293 -4.5698
C -7.5445 -1.0620 1.1115
C -6.2528 -0.4711 1.5807
C -5.1529 -1.1629 0.8303
O -3.8807 -0.7468 1.2906
C -2.7147 -1.2838 0.6431
N -6.3464 1.0115 1.5051
H -7.5316 -2.1131 1.3044
H -7.6206 -0.9693 0.0089
H -8.4175 -0.5934 1.5924
H -6.1480 -0.7729 2.6616
H -5.2473 -0.8928 -0.2726
H -5.3323 -2.2731 0.9256
H -2.8084 -1.3492 -0.4099
H -2.5468 -2.3316 0.9497
H -1.9111 -0.6093 0.8334
H -6.3753 1.2920 0.5611
H -5.6399 1.5315 2.0003
C -1.1863 3.6497 2.8022
O -1.1762 4.0699 1.4400
H -0.9837 4.5188 3.4411
H -2.0968 3.1982 3.1087
H -0.4046 3.0206 3.0572
H -1.8669 3.6024 0.9667
C 2.2291 -2.1460 5.7452
O 1.9957 -1.5241 4.4525
H 3.0640 -2.7933 5.6155
H 2.4682 -1.3895 6.4741
H 1.2764 -2.6567 5.9976
H 2.7963 -0.9393 4.3331
C 1.4885 0.4993 1.1582
O 0.8932 0.6306 -0.0951
H 2.4758 0.9186 1.2415
H 0.7555 0.8992 1.9269
H 1.6448 -0.5894 1.3788
H 1.1908 1.4349 -0.4945
C 5.4201 0.4172 0.3421
O 4.8956 1.3646 1.2898
H 6.4060 0.1400 0.6426
H 4.7867 -0.5116 0.3417
H 5.4762 0.8726 -0.6259
H 5.0876 2.2953 0.9632
```

Calculated values
LUMO energy (eV): 0.60
ΔE to the lowest compared entry with this formula, charge and spin (kJ/mol): 247.43
Spin multiplicity: 1
SMILES: COC[C@H](C)N.COC[C@H](C)N.COC[C@H](C)N.COC[C@H](C)N.COC[C@H](C)N.COC[C@H](C)N.COC[C@H](C)N.CO.CO.CO.CO
Molar mass (g mol⁻¹): 752.1
Charge: 0

***

So what do the calculations give for maximum force? Going down the list: 3.437 1.947 3.298 eV Å⁻¹.